## i
Density functional theory data (ωB97M-V/def2-TZVPD) for 4 unconnected molecules or ions with the total composition C3H13NO3.

Calculated values
- SMILES string: C=CNC.O.O.O
- Molecular weight: 111.14 u
- Orbital gap: 0.3110 hartree
- HOMO energy: -7.918 eV
- Multiplicity: 1

Each atom is followed by the atoms it is bonded to, with distances in Å.
Positions of all 20 atoms, in Å:
1 C -0.334 -1.865 1.323  C2 1.330, H5 1.051, H6 1.041
2 C -1.050 -1.515 0.257  C1 1.330, N3 1.393, H7 1.082
3 N -0.878 -0.303 -0.408  C2 1.393, C4 1.511, H8 1.015
4 C -2.104 0.228 -1.112  N3 1.511, H9 1.157, H10 1.079, H11 1.070
5 H 0.618 -1.450 1.490  C1 1.051
6 H -0.714 -2.358 2.158  C1 1.041
7 H -1.811 -2.159 -0.162  C2 1.082
8 H -0.543 0.426 0.213  N3 1.015
9 H -3.048 -0.397 -0.877  C4 1.157
10 H -1.945 0.022 -2.160  C4 1.079
11 H -2.285 1.218 -0.749  C4 1.070
12 H 0.944 -0.295 -2.415  O14 0.963
13 H 0.758 -1.191 -1.152  O14 1.025
14 O 1.463 -0.822 -1.798  H12 0.963, H13 1.025
15 H 1.330 1.581 2.906  O17 0.914
16 H 1.851 1.368 1.509  O17 0.992
17 O 1.534 0.904 2.326  H15 0.914, H16 0.992
18 H 2.290 1.484 -0.590  O20 0.937
19 H 2.060 2.941 -0.626  O20 0.926
20 O 1.864 2.182 -0.133  H18 0.937, H19 0.926

***

## ii
Density functional theory data (ωB97M-V/def2-TZVPD) for 4 unconnected molecules or ions with the total composition C3H13NO3.

Calculated values
- SMILES string: C/C=C/N.O.O.O
- Molecular weight: 111.14 u
- Orbital gap: 0.3174 hartree
- HOMO energy: -7.961 eV
- Multiplicity: 1

Each atom is followed by the atoms it is bonded to, with distances in Å.
Positions of all 20 atoms, in Å:
1 C 1.288 1.686 -0.981  C2 1.516, H5 1.092, H6 1.082, H7 1.090
2 C 0.488 0.522 -1.532  C1 1.516, C3 1.334, H8 1.090
3 C 0.571 -0.787 -1.290  C2 1.334, N4 1.396, H9 1.081
4 N -0.477 -1.622 -1.680  C3 1.396, H10 1.005, H11 0.999
5 H 0.927 1.745 0.048  C1 1.092
6 H 2.356 1.635 -1.150  C1 1.082
7 H 0.873 2.617 -1.367  C1 1.090
8 H -0.468 0.842 -1.945  C2 1.090
9 H 1.406 -1.246 -0.779  C3 1.081
10 H -0.365 -2.605 -1.859  N4 1.005
11 H -1.185 -1.209 -2.251  N4 0.999
12 H 0.927 -0.363 1.856  O14 0.957
13 H 2.050 0.353 2.661  O14 0.957
14 O 1.726 -0.497 2.366  H12 0.957, H13 0.957
15 H -3.434 -0.881 -0.798  O17 0.962
16 H -2.126 -1.551 -0.371  O17 0.974
17 O -2.698 -0.786 -0.185  H15 0.962, H16 0.974
18 H -0.667 0.647 2.822  O20 0.962
19 H -1.097 1.716 1.854  O20 0.965
20 O -0.326 1.411 2.347  H18 0.962, H19 0.965

***

Most stable to least stable: ii, i

***

## i
Density functional theory data (ωB97M-V/def2-TZVPD) for 4 unconnected molecules or ions with the total composition C3H13NO3.

Calculated values
- SMILES string: C/C=C/N.O.O.O
- Molecular weight: 111.14 u
- Orbital gap: 0.3326 hartree
- HOMO energy: -8.398 eV
- Multiplicity: 1

Each atom is followed by the atoms it is bonded to, with distances in Å.
Positions of all 20 atoms, in Å:
1 C 2.482 -0.775 -2.177  C2 1.511, H5 1.089, H6 1.093, H7 1.090
2 C 1.357 -0.545 -1.194  C1 1.511, C3 1.313, H8 1.084
3 C 0.246 -1.246 -1.186  C2 1.313, N4 1.418, H9 1.095
4 N -0.917 -1.198 -0.376  C3 1.418, H10 1.009, H11 1.000
5 H 3.354 -1.259 -1.740  C1 1.089
6 H 2.804 0.201 -2.547  C1 1.093
7 H 2.170 -1.342 -3.053  C1 1.090
8 H 1.513 0.301 -0.534  C2 1.084
9 H 0.108 -2.029 -1.939  C3 1.095
10 H -1.508 -2.014 -0.421  N4 1.009
11 H -1.301 -0.280 -0.284  N4 1.000
12 H -2.687 1.646 1.551  O14 0.979
13 H -3.266 1.246 0.176  O14 0.939
14 O -2.792 0.910 0.914  H12 0.979, H13 0.939
15 H 0.295 -0.699 1.346  O17 0.968
16 H -0.574 -0.415 2.545  O17 0.943
17 O 0.117 -0.035 2.027  H15 0.968, H16 0.943
18 H -0.420 3.129 1.840  O20 0.946
19 H -0.329 1.748 2.428  O20 0.982
20 O -0.651 2.655 2.625  H18 0.946, H19 0.982

***

## ii
Density functional theory data (ωB97M-V/def2-TZVPD) for 3 unconnected molecules or ions with the total composition C3H13NO3.

Calculated values
- SMILES string: NCCCO.O.O
- Molecular weight: 111.14 u
- Orbital gap: 0.3713 hartree
- HOMO energy: -9.496 eV
- Multiplicity: 1

Each atom is followed by the atoms it is bonded to, with distances in Å.
Positions of all 20 atoms, in Å:
1 C -0.547 0.538 -1.924  C2 1.541, N5 1.452, H6 1.091, H7 1.089
2 C -1.049 0.761 -0.485  C1 1.541, C3 1.525, H8 1.089, H9 1.097
3 C -0.632 -0.286 0.543  C2 1.525, O4 1.448, H10 1.090, H11 1.086
4 O -0.987 0.139 1.881  C3 1.448, H12 0.968
5 N -0.814 1.629 -2.845  C1 1.452, H13 1.013, H14 1.014
6 H 0.526 0.341 -1.952  C1 1.091
7 H -1.031 -0.345 -2.336  C1 1.089
8 H -0.795 1.756 -0.121  C2 1.089
9 H -2.140 0.686 -0.556  C2 1.097
10 H -1.130 -1.239 0.361  C3 1.090
11 H 0.442 -0.414 0.636  C3 1.086
12 H -1.930 0.349 1.811  O4 0.968
13 H -1.775 1.574 -3.163  N5 1.013
14 H -0.693 2.555 -2.449  N5 1.014
15 H 0.899 0.214 4.811  O17 0.972
16 H 0.636 1.505 4.075  O17 0.953
17 O 1.342 1.018 4.490  H15 0.972, H16 0.953
18 H 1.614 -3.331 -1.579  O20 0.984
19 H 2.873 -2.672 -2.291  O20 0.961
20 O 2.331 -3.464 -2.239  H18 0.984, H19 0.961

***

Most stable to least stable: i, ii

***

## i
Density functional theory data (ωB97M-V/def2-TZVPD) for 4 unconnected molecules or ions with the total composition C3H13NO3.

Calculated values
- SMILES string: C=C(C)N.O.O.O
- Molecular weight: 111.14 u
- Orbital gap: 0.3299 hartree
- HOMO energy: -8.245 eV
- Multiplicity: 1

Each atom is followed by the atoms it is bonded to, with distances in Å.
Positions of all 20 atoms, in Å:
1 C 2.191 -2.111 -1.127  C2 1.524, H5 1.093, H6 1.077, H7 1.084
2 C 2.187 -0.755 -0.433  C1 1.524, C3 1.329, N4 1.376
3 C 1.400 0.218 -0.881  C2 1.329, H8 1.078, H9 1.062
4 N 3.065 -0.612 0.617  C2 1.376, H10 1.004, H11 1.004
5 H 3.234 -2.418 -1.243  C1 1.093
6 H 1.799 -1.971 -2.120  C1 1.077
7 H 1.665 -2.836 -0.516  C1 1.084
8 H 1.309 1.223 -0.504  C3 1.078
9 H 0.716 0.096 -1.684  C3 1.062
10 H 3.924 -1.124 0.700  N4 1.004
11 H 3.086 0.308 1.020  N4 1.004
12 H -1.478 -0.182 -1.629  O14 0.958
13 H -1.765 0.457 -0.170  O14 0.958
14 O -2.058 0.342 -1.075  H12 0.958, H13 0.958
15 H -5.325 0.014 5.101  O17 0.964
16 H -4.366 0.832 5.979  O17 0.963
17 O -5.200 0.882 5.501  H15 0.964, H16 0.963
18 H -1.649 2.714 -3.254  O20 0.962
19 H -1.595 2.155 -1.842  O20 0.973
20 O -1.137 2.769 -2.442  H18 0.962, H19 0.973

***

## ii
Density functional theory data (ωB97M-V/def2-TZVPD) for 3 unconnected molecules or ions with the total composition C3H13NO3.

Calculated values
- SMILES string: CCNCO.O.O
- Molecular weight: 111.14 u
- Orbital gap: 0.3579 hartree
- HOMO energy: -8.891 eV
- Multiplicity: 1

Each atom is followed by the atoms it is bonded to, with distances in Å.
Positions of all 20 atoms, in Å:
1 C 1.134 -0.564 -0.436  N2 1.462, C5 1.508, H6 1.098, H7 1.094
2 N 0.615 -0.065 0.836  C1 1.462, C3 1.404, H8 1.008
3 C 1.467 0.066 1.944  N2 1.404, O4 1.467, H9 1.089, H10 1.087
4 O 2.848 0.485 1.674  C3 1.467, H11 0.961
5 C 0.121 -0.550 -1.553  C1 1.508, H12 1.092, H13 1.086, H14 1.086
6 H 2.073 -0.078 -0.735  C1 1.098
7 H 1.578 -1.544 -0.243  C1 1.094
8 H 0.011 0.728 0.680  N2 1.008
9 H 1.123 0.877 2.584  C3 1.089
10 H 1.667 -0.842 2.509  C3 1.087
11 H 2.976 1.013 0.882  O4 0.961
12 H 0.671 -0.764 -2.471  C5 1.092
13 H -0.562 -1.392 -1.493  C5 1.086
14 H -0.364 0.418 -1.630  C5 1.086
15 H -1.824 4.854 4.134  O17 0.965
16 H -2.719 3.563 4.292  O17 0.961
17 O -2.309 4.165 3.664  H15 0.965, H16 0.961
18 H -3.187 -3.202 -5.509  O20 0.955
19 H -2.862 -3.827 -4.219  O20 0.937
20 O -2.458 -3.340 -4.909  H18 0.955, H19 0.937

***

Most stable to least stable: i, ii

***

## i
Density functional theory data (ωB97M-V/def2-TZVPD) for a single C4H10N4O molecule.

Calculated values
- SMILES string: C/N=N/N(C)C(=O)NC
- Molecular weight: 130.15 u
- Orbital gap: 0.3311 hartree
- HOMO energy: -8.321 eV
- Multiplicity: 1

Each atom is followed by the atoms it is bonded to, with distances in Å.
Positions of all 19 atoms, in Å:
1 C 1.015 -1.129 2.471  H5 1.117, H6 1.097, H7 1.222, N15 1.562
2 C -0.087 -1.320 0.234  N15 1.314, N16 1.504, O19 1.232
3 C 1.709 0.762 0.017  H9 1.106, H10 1.022, H11 1.201, N16 1.472
4 C -1.771 2.583 -1.609  H12 1.001, H13 1.260, H14 1.127, N18 1.598
5 H 1.967 -0.544 2.475  C1 1.117
6 H 0.675 -1.769 3.294  C1 1.097
7 H 0.255 -0.183 2.329  C1 1.222
8 H 0.265 -2.775 1.272  N15 1.102
9 H 2.495 0.275 0.624  C3 1.106
10 H 1.769 1.152 -0.925  C3 1.022
11 H 1.572 1.726 0.718  C3 1.201
12 H -1.584 3.102 -2.444  C4 1.001
13 H -1.957 3.201 -0.527  C4 1.260
14 H -2.719 2.044 -1.895  C4 1.127
15 N 0.779 -1.817 1.089  C1 1.562, C2 1.314, H8 1.102
16 N 0.447 0.028 -0.166  C2 1.504, C3 1.472, N17 1.360
17 N -0.631 0.556 -0.805  N16 1.360, N18 1.290
18 N -0.478 1.655 -1.464  C4 1.598, N17 1.290
19 O -1.094 -1.819 -0.271  C2 1.232

***

## ii
Density functional theory data (ωB97M-V/def2-TZVPD) for a single C4H10N4O molecule.

Calculated values
- SMILES string: [H]/N=C(\N)O/C(=N/[H])NCC
- Molecular weight: 130.15 u
- Orbital gap: 0.3543 hartree
- HOMO energy: -8.749 eV
- Multiplicity: 1

Each atom is followed by the atoms it is bonded to, with distances in Å.
Positions of all 19 atoms, in Å:
1 C 2.050 -1.126 -0.896  C2 1.595, H5 1.126, H6 1.081, H7 1.074
2 C 0.989 -0.204 -1.649  C1 1.595, H8 1.200, H9 1.118, N15 1.524
3 C -1.263 -0.214 -0.417  N15 1.372, N16 1.255, O19 1.423
4 C -0.635 0.972 1.496  N17 1.378, N18 1.258, O19 1.411
5 H 1.862 -2.169 -1.278  C1 1.126
6 H 3.062 -0.786 -1.065  C1 1.081
7 H 1.847 -0.983 0.149  C1 1.074
8 H 1.051 -0.022 -2.834  C2 1.200
9 H 1.013 0.811 -1.180  C2 1.118
10 H -0.621 -1.571 -1.819  N15 0.985
11 H -2.381 -1.616 -0.610  N16 0.975
12 H -1.567 2.698 1.469  N17 0.967
13 H -0.851 2.439 3.056  N17 1.047
14 H 0.173 0.024 2.950  N18 1.043
15 N -0.421 -0.714 -1.378  C2 1.524, C3 1.372, H10 0.985
16 N -2.348 -0.772 -0.124  C3 1.255, H11 0.975
17 N -1.115 2.116 2.096  C4 1.378, H12 0.967, H13 1.047
18 N 0.113 0.050 1.909  C4 1.258, H14 1.043
19 O -0.957 1.066 0.125  C3 1.423, C4 1.411

***

Most stable to least stable: ii, i